The following is a DFT calculation (ωB97M-V with the def2-TZVPD basis set) of a 5-piece molecular cluster, C18H31F9O12S2 overall.

Each line ends with the Mulliken spin population.
Positions of all 72 atoms, in Å:
1 O 3.74918 4.57711 -3.33458  0.000
2 S 2.33542 4.32497 -3.57307  0.000
3 O 1.73706 4.72834 -4.88098  0.000
4 O 2.04537 2.70169 -3.26601  0.000
5 C 0.78054 2.26459 -3.72381  0.000
6 C 0.69943 0.77814 -3.53728  0.000
7 C 1.36236 5.10872 -2.18454  0.000
8 H 0.44541 2.58950 -4.70881  0.000
9 H -0.08880 2.60707 -3.16251  0.000
10 H 1.03315 0.32688 -2.60289  0.000
11 H 1.33352 0.26074 -4.25723  0.000
12 H -0.33480 0.44979 -3.64056  0.000
13 H 1.35883 4.53226 -1.25945  0.000
14 H 0.29633 5.17426 -2.40223  0.000
15 H 1.64597 6.16118 -2.18296  0.000
16 O -6.19529 -3.57675 -2.42468  0.000
17 S -5.22971 -4.33855 -1.62563  0.000
18 O -4.86121 -5.66123 -2.17368  0.000
19 O -3.75646 -3.49429 -1.43661  0.000
20 C -3.80766 -2.11260 -1.66010  0.000
21 C -2.44103 -1.60296 -1.27653  0.000
22 C -5.85320 -4.32050 0.11534  0.000
23 H -4.48967 -1.52230 -1.04813  0.000
24 H -3.91092 -1.97703 -2.73670  0.000
25 H -2.12677 -0.69987 -1.79975  0.000
26 H -1.69445 -2.37792 -1.45015  0.000
27 H -2.38335 -1.22869 -0.25443  0.000
28 H -5.96585 -3.30429 0.49313  0.000
29 H -5.15311 -4.83783 0.77135  0.000
30 H -6.75150 -4.91983 -0.03283  0.000
31 C -0.98694 1.15893 6.41712  0.000
32 C -1.48798 -0.24736 6.39472  0.000
33 O -2.52049 -0.61344 7.45925  0.000
34 C -3.78902 -0.22557 7.46325  0.000
35 O -4.43682 0.21911 6.50672  0.000
36 C -4.55578 -0.61169 8.74330  0.000
37 F -3.70654 -0.79085 9.76146  0.000
38 F -5.49573 0.28617 9.09790  0.000
39 F -5.31247 -1.71367 8.60704  0.000
40 H -0.10963 1.34036 5.79623  0.000
41 H -0.80072 1.53483 7.42316  0.000
42 H -1.63059 1.86176 5.88811  0.000
43 H -0.63158 -0.91972 6.44563  0.000
44 H -1.91100 -0.41682 5.40455  0.000
45 C 1.45142 0.33405 0.28511  0.000
46 C 0.08841 0.57248 0.89580  0.000
47 O 0.32085 1.54474 1.89829  0.000
48 C 0.05518 2.90874 1.60146  0.000
49 O -0.00029 3.34403 0.44213  0.000
50 C 0.04964 3.80276 2.82359  0.000
51 F 0.94634 4.78103 2.67793  0.000
52 F -1.17880 4.33514 3.00038  0.000
53 F 0.43547 3.06814 3.82528  0.000
54 H 1.52914 -0.36444 -0.54806  0.000
55 H 2.09874 -0.02860 1.08358  0.000
56 H 1.92478 1.27557 0.00659  0.000
57 H -0.27113 -0.33277 1.38503  0.000
58 H -0.68919 0.89142 0.20175  0.000
59 C 5.28142 -4.11839 -5.01233  0.002
60 C 5.93978 -2.72876 -4.90865  0.002
61 O 5.20333 -1.86167 -4.03658  0.126
62 C 5.88583 -0.75094 -3.53083  -0.067
63 O 7.02835 -0.44330 -3.93100  0.838
64 C 4.99606 0.00242 -2.41585  0.045
65 F 4.99694 1.37328 -2.58496  0.011
66 F 3.74753 -0.47943 -2.31075  0.023
67 F 5.68061 -0.16575 -1.27876  0.013
68 H 5.41633 -4.71176 -4.10801  -0.001
69 H 5.67314 -4.69249 -5.85201  0.004
70 H 4.21506 -3.94860 -5.16118  0.003
71 H 5.76118 -2.27519 -5.88357  0.001
72 H 7.01005 -2.80428 -4.71650  0.000

Cartesian forces (eV/Å) of the 6 atoms listed first:
-1.8593 -0.9532 -0.2069
-0.9223 1.3883 -0.9007
1.3607 -1.3896 3.2547
0.5985 2.1847 -0.7912
-2.0077 -0.8524 0.6368
0.4316 -1.2742 -0.6589

For the HOMO energy (spin up / spin down), the calculation gives -12.5 / -12.5 eV. The value obtained for the LUMO energy (spin up / spin down) is -6.4 / -11.0 eV. The value obtained for the calculated total energy is -89851.7881 eV. The net charge is +1. Its expectation value of S² is 0.7584. Its frontier orbital gap (spin up / spin down) is 6.13 / 1.50 eV. As for the multiplicity: 2.